A 11-piece molecular cluster, C21H32Cl20IN2O2 overall in a non-equilibrium geometry. Source: the Open Molecules 2025 dataset; level of theory: ωB97M-V with the def2-TZVPD basis set.

The geometry in XYZ format:
```
78
Properties=species:S:1:pos:R:3:lowdin_charge:R:1
O 0.48172 -2.31364 1.31421 -0.13
C -0.09584 -1.63232 0.41602 -0.72
I -2.27335 -1.69914 0.37484 0.78
C 0.71745 -0.72315 -0.67142 -0.35
N 0.01758 0.57092 -0.95876 -0.17
C 0.91768 1.62030 -0.40531 -0.38
C 0.27225 3.09112 -0.33689 -0.14
C -1.31966 3.12219 -0.26005 -0.37
O -1.91224 3.91537 -1.06564 -0.02
N -2.07933 2.32917 0.70971 0.07
C -3.28460 1.71146 0.12720 -0.25
C -3.46841 1.26543 -1.34190 -0.04
C -4.81636 0.58609 -1.75180 -0.08
C -5.97654 0.31968 -0.73243 -0.09
C -5.80462 0.77755 0.73632 -0.15
C -4.46959 1.45211 1.12795 -0.03
H 1.76154 -0.57933 -0.22584 0.08
H 0.80754 -1.38480 -1.60674 0.05
H 1.82033 1.69963 -1.13473 0.04
H 1.37192 1.34045 0.61897 0.10
H 0.71067 3.59933 0.60533 0.06
H 0.61250 3.72067 -1.22116 0.07
H -1.44845 1.55636 0.99614 0.10
H -2.62999 1.43063 -2.10592 0.10
H -4.98732 0.24142 -2.83665 0.08
H -6.93998 -0.21233 -1.06197 0.08
H -6.64724 0.61362 1.50826 -0.10
H -4.34863 1.76577 2.23005 0.09
C -9.62508 -0.75176 2.93333 -1.05
Cl -10.94628 0.16313 2.19481 0.51
Cl -8.07005 -0.33632 2.19686 0.62
H -9.58693 -0.52138 3.99449 -0.05
H -9.80998 -1.81608 2.79278 0.03
C 3.67396 -2.71625 -3.23935 -1.01
Cl 2.07692 -3.45004 -3.05156 0.53
Cl 3.71003 -1.07494 -2.58258 0.53
H 4.40625 -3.32461 -2.71050 0.03
H 3.92231 -2.67808 -4.29896 0.03
C 4.03229 4.71934 -0.03586 -0.99
Cl 3.29585 3.84048 -1.38151 0.58
Cl 2.94035 4.80952 1.35181 0.57
H 4.94324 4.20405 0.26524 0.02
H 4.27106 5.73039 -0.36283 0.02
C 2.55602 4.73024 4.93784 -1.05
Cl 2.59091 6.19761 5.92495 0.49
Cl 0.89688 4.23558 4.58465 0.51
H 3.07504 4.92249 4.00051 -0.04
H 3.05630 3.92846 5.47891 0.03
C 6.02452 4.91590 -4.31165 -1.03
Cl 4.82200 6.17977 -4.59436 0.50
Cl 6.65601 4.99159 -2.66254 0.49
H 5.55933 3.94344 -4.46748 0.02
H 6.84796 5.04801 -5.01182 0.03
C 7.77648 -0.64544 -3.05189 -1.08
Cl 7.38477 0.98079 -3.62393 0.49
Cl 7.73245 -1.81674 -4.37705 0.50
H 8.77475 -0.63741 -2.62033 -0.03
H 7.04987 -0.93895 -2.29568 -0.06
C 7.75195 -0.61921 1.07265 -0.99
Cl 9.15864 -0.41881 0.01933 0.54
Cl 6.25685 -0.68439 0.13409 0.55
H 7.85887 -1.54665 1.63312 0.03
H 7.70182 0.22366 1.76027 0.03
C -1.72194 -4.87254 -2.19851 -1.03
Cl -3.01358 -4.02707 -3.05688 0.49
Cl -1.70898 -6.59687 -2.59819 0.49
H -0.76497 -4.43700 -2.48156 0.00
H -1.87631 -4.75841 -1.12634 0.00
C -2.96535 -9.70765 -0.26425 -1.04
Cl -1.97149 -9.62220 1.19500 0.49
Cl -4.68514 -9.58627 0.12664 0.49
H -2.69362 -8.88589 -0.92662 -0.01
H -2.78192 -10.65864 -0.76201 0.02
C -6.19140 -1.03390 5.64221 -0.99
Cl -6.18154 0.42461 6.64018 0.51
Cl -7.84380 -1.55304 5.28569 0.55
H -5.67677 -0.82540 4.70493 0.03
H -5.67760 -1.83164 6.17618 0.03
```

Values from the calculation:
Multiplicity: 1
Total charge: -1

One molecule with the formula C21H32N2O5. Source: the Open Molecules 2025 dataset; level of theory: ωB97M-V with the def2-TZVPD basis set.

The geometry in XYZ format:
```
60
Properties=species:S:1:pos:R:3:nbo_charge:R:1
C 7.13537 1.61343 -0.88032 -0.25
O 6.62710 0.32764 -0.62507 -0.51
C 5.39451 0.22416 -0.04488 0.38
C 4.58118 1.28843 0.30598 -0.36
C 3.34448 1.04710 0.88772 -0.17
C 2.89059 -0.24124 1.11209 0.07
N 1.66084 -0.54388 1.69820 -0.64
C 0.62657 0.30653 2.05962 0.80
O 0.04978 0.14673 3.11775 -0.64
N 0.31423 1.30362 1.17691 -0.47
C 0.43919 1.15416 -0.25684 -0.22
C -0.87953 0.64804 -0.85052 -0.43
C -2.06391 1.57536 -0.54090 -0.05
C -1.92567 2.93668 -1.26284 -0.06
O -1.90316 2.84029 -2.66743 -0.72
C -3.40167 0.97096 -1.02284 -0.41
C -3.59159 -0.53988 -0.87218 0.10
C -5.01402 -0.94310 -1.28481 -0.42
C -5.20549 -2.44620 -1.09250 -0.40
C -4.85939 -2.81299 0.34878 -0.43
C -3.45427 -2.30539 0.66931 -0.06
O -3.33855 -0.91779 0.46843 -0.55
C -2.10131 1.79545 0.97919 -0.42
C -0.74824 2.21604 1.55463 -0.22
C 3.73121 -1.32316 0.77253 0.30
O 3.23364 -2.56474 1.06081 -0.50
C 4.04901 -3.68298 0.81035 -0.25
C 4.96373 -1.08253 0.20116 -0.37
H 6.49844 2.16690 -1.57823 0.17
H 7.24992 2.19135 0.04249 0.18
H 8.11420 1.45950 -1.33193 0.20
H 4.88984 2.30869 0.14851 0.22
H 2.72641 1.88001 1.18186 0.22
H 1.68023 -1.39067 2.25293 0.42
H 1.23215 0.44540 -0.49080 0.23
H 0.71767 2.12577 -0.67939 0.19
H -0.76743 0.49961 -1.92760 0.20
H -1.08290 -0.32031 -0.39311 0.23
H -2.80143 3.54862 -1.03306 0.18
H -1.03675 3.47410 -0.91136 0.16
H -1.12603 2.33365 -2.92695 0.46
H -3.51854 1.20591 -2.08327 0.23
H -4.20504 1.47007 -0.47799 0.21
H -2.88502 -1.07550 -1.53199 0.16
H -5.18515 -0.66281 -2.32488 0.21
H -5.72639 -0.40321 -0.65806 0.20
H -6.23431 -2.72942 -1.32217 0.21
H -4.54558 -2.98856 -1.77515 0.19
H -4.90245 -3.89244 0.49837 0.21
H -5.57034 -2.33834 1.02733 0.20
H -3.20250 -2.47123 1.71903 0.20
H -2.72029 -2.83614 0.03935 0.15
H -2.84362 2.55594 1.22738 0.21
H -2.40004 0.85777 1.44681 0.25
H -0.80393 2.22268 2.64409 0.24
H -0.46836 3.21678 1.20912 0.18
H 4.27416 -3.78450 -0.25591 0.18
H 4.98465 -3.63180 1.37570 0.18
H 3.47332 -4.54629 1.14074 0.20
H 5.63044 -1.88230 -0.07423 0.23
```

Values from the calculation:
SMILES: COc1ccc(NC(=O)N2CCC(CO)(C[C@@H]3CCCCO3)CC2)c(OC)c1
Energy relative to the best compared isomer or geometry (same formula, charge and spin) in kcal per mole: 56.3
Multiplicity: 1
Total charge: 0

An isolated ion of composition C21H32N3O and charge +1. Source: the Open Molecules 2025 dataset; level of theory: ωB97M-V with the def2-TZVPD basis set.

The geometry in XYZ format:
```
57
Properties=species:S:1:pos:R:3:nbo_charge:R:1
O -1.70008 -2.09921 0.41159 -0.65
C -0.52404 -1.95577 0.74917 0.70
C 0.39609 -3.14211 0.99243 -0.31
N 1.77395 -2.69364 1.04941 -0.65
C 2.53908 -2.88410 -0.18227 -0.22
C 3.70234 -1.89592 -0.24660 -0.43
C 3.36992 -0.46300 -0.58814 0.02
C 2.27374 -0.05963 -1.21634 -0.22
C 2.00372 1.35531 -1.63489 -0.44
C 2.96345 2.34964 -0.98971 -0.39
C 4.38059 1.79376 -1.02877 -0.39
C 4.45288 0.51132 -0.20634 -0.44
N 0.09240 -0.79072 0.97485 -0.64
C -0.29231 0.55167 1.03114 0.20
C 0.65238 1.40673 1.61013 -0.22
C 0.42922 2.76124 1.72772 -0.17
C -0.75177 3.30790 1.25144 -0.20
C -1.69662 2.48081 0.67828 -0.20
C -1.49082 1.10963 0.57203 0.08
N -2.52779 0.29511 -0.04795 -0.43
C -2.59321 0.48634 -1.51575 -0.21
C -3.50440 -0.57234 -2.12286 -0.42
C -4.89811 -0.48672 -1.50722 -0.40
C -4.79675 -0.61823 0.00991 -0.42
C -3.86765 0.45398 0.56414 -0.21
H 0.20556 -3.89696 0.21945 0.23
H 0.08345 -3.57966 1.94580 0.24
H 2.27373 -3.11196 1.82476 0.39
H 2.93340 -3.90661 -0.25258 0.20
H 1.87152 -2.73361 -1.03138 0.19
H 4.41071 -2.25362 -0.99965 0.23
H 4.22667 -1.91323 0.71298 0.21
H 1.51525 -0.76684 -1.52488 0.19
H 0.96907 1.62525 -1.39665 0.20
H 2.10229 1.40798 -2.72447 0.22
H 2.91295 3.30472 -1.51398 0.22
H 2.67214 2.52203 0.04806 0.19
H 5.08756 2.52609 -0.63759 0.22
H 4.65541 1.57712 -2.06221 0.20
H 5.42754 0.03833 -0.34238 0.22
H 4.35976 0.75066 0.85863 0.21
H 1.08968 -0.97865 1.18168 0.46
H 1.57592 0.97790 1.96759 0.23
H 1.17392 3.39240 2.18542 0.24
H -0.93555 4.36702 1.32434 0.24
H -2.61200 2.91109 0.30508 0.23
H -2.27089 -0.75035 0.11232 0.48
H -1.58078 0.40504 -1.91815 0.23
H -2.97087 1.48961 -1.72863 0.21
H -3.55395 -0.42358 -3.20100 0.24
H -3.08352 -1.56250 -1.93739 0.22
H -5.52804 -1.27956 -1.90703 0.23
H -5.35990 0.46787 -1.76659 0.20
H -5.77921 -0.50851 0.46763 0.24
H -4.41157 -1.60570 0.27046 0.22
H -3.76223 0.35976 1.64673 0.23
H -4.26345 1.44539 0.33465 0.21
```

Values from the calculation:
SMILES: O=C(CNCCC1=CCCCC1)Nc1ccccc1[NH+]1CCCCC1
Energy relative to the best compared isomer or geometry (same formula, charge and spin) in kcal per mole: 0.0
Multiplicity: 1
Total charge: +1

Number 1: total energy -287915.1384 eV, lowest unoccupied orbital energy 1.63 eV, HOMO-LUMO gap 4.7 eV. Number 2: total energy -35514.2047 eV, lowest unoccupied orbital energy 0.63 eV, HOMO-LUMO gap 8.3 eV. Number 3: total energy -28809.5903 eV, lowest unoccupied orbital energy -2.27 eV, HOMO-LUMO gap 9.3 eV.